82
Properties=species:S:1:pos:R:3 method="wB97M-V/def2-TZVPD" orbital_gap_ev=6.2 largest_force_ev_per_a=2.697 e_tot_ev=-198678.3585 charge=-1
C 5.000 0.496 0.313
C 4.550 -0.950 0.049
C 4.057 -1.121 -1.398
C 2.539 -0.876 -1.534
C 1.737 -2.185 -1.697
C 0.483 -2.051 -2.590
C -0.770 -2.676 -1.941
C -2.008 -1.783 -1.967
C -1.830 -0.405 -1.288
B -2.340 -0.305 0.268
C -2.149 -1.698 1.136
C -0.683 -2.011 1.536
C -0.301 -1.547 2.942
C -1.770 0.989 1.099
C -0.300 1.313 0.885
C 0.194 2.518 1.738
C 0.127 3.845 1.044
O 0.768 4.762 1.447
O -0.666 3.915 -0.011
C -0.516 5.104 -0.785
C 0.717 5.040 -1.669
P -4.295 -0.035 0.165
S -4.898 1.659 -0.666
H 4.112 1.089 0.539
H 5.671 0.584 1.165
H 5.472 0.951 -0.554
H 5.390 -1.608 0.269
H 3.777 -1.200 0.774
H 4.340 -2.109 -1.756
H 4.614 -0.398 -1.989
H 2.336 -0.149 -2.316
H 2.239 -0.428 -0.585
H 2.412 -2.905 -2.161
H 1.511 -2.566 -0.704
H 0.323 -1.017 -2.876
H 0.707 -2.574 -3.519
H -0.537 -3.055 -0.951
H -1.017 -3.563 -2.526
H -2.857 -2.348 -1.580
H -2.241 -1.601 -3.023
H -2.439 0.298 -1.865
H -0.794 -0.088 -1.441
H -2.572 -2.580 0.645
H -2.728 -1.563 2.061
H -0.576 -3.100 1.537
H -0.005 -1.651 0.763
H -0.818 -0.645 3.258
H -0.569 -2.324 3.657
H 0.778 -1.413 3.037
H -2.324 1.906 0.873
H -1.970 0.802 2.164
H 0.381 0.487 1.093
H -0.139 1.577 -0.158
H -0.390 2.516 2.649
H 1.247 2.341 1.935
H -1.378 5.149 -1.442
H -0.559 6.009 -0.191
H 0.512 4.554 -2.620
H 1.066 6.046 -1.897
H 1.532 4.490 -1.207
H -4.805 -0.176 1.489
H -4.914 -1.097 -0.545
C 3.305 7.463 1.181
Cl 4.120 6.803 -0.237
Cl 4.471 8.194 2.290
Cl 2.078 8.638 0.704
H 2.809 6.647 1.694
C -3.485 -5.730 -4.086
Cl -4.368 -4.238 -4.407
Cl -1.751 -5.416 -3.970
Cl -4.070 -6.499 -2.610
H -3.652 -6.409 -4.912
C -0.540 4.796 4.823
Cl -1.850 3.716 4.360
Cl -1.170 6.361 5.350
Cl 0.456 4.068 6.090
H 0.086 4.958 3.951
C -1.741 -8.724 0.220
Cl -1.510 -7.940 -1.338
Cl -3.443 -9.128 0.468
Cl -0.733 -10.170 0.358
H -1.443 -8.030 0.995

=====

80
Properties=species:S:1:pos:R:3 method="wB97M-V/def2-TZVPD" orbital_gap_ev="7.3 / 1.9" largest_force_ev_per_a=5.576 spin_multiplicity=2 e_tot_ev=-54657.9074 s2=0.754 charge=+1
Na -15.885 24.394 -28.896
O -6.688 21.792 -29.215
C -7.943 21.751 -29.341
O -8.775 22.772 -29.817
B -10.224 22.313 -29.788
O -10.131 20.917 -29.264
C -8.864 20.496 -29.054
O -8.460 19.357 -28.691
O -10.870 22.337 -31.107
C -12.146 22.746 -30.972
O -13.057 22.770 -31.821
C -12.233 23.271 -29.497
O -11.017 23.146 -28.904
O -13.266 23.731 -29.001
C -19.795 23.617 -31.173
C -19.480 24.581 -30.059
C -20.676 24.945 -29.158
O -18.516 23.792 -29.321
H -20.840 23.317 -31.253
H -19.142 22.750 -31.275
H -19.522 24.220 -32.039
H -18.996 25.478 -30.445
H -21.395 24.135 -29.032
H -21.269 25.763 -29.567
H -20.236 25.156 -28.184
H -18.998 23.043 -28.965
C -15.386 20.014 -28.441
C -15.878 20.606 -29.720
C -17.357 20.647 -29.866
O -15.469 21.938 -30.004
H -15.621 18.957 -28.564
H -15.847 20.402 -27.532
H -14.299 20.083 -28.403
H -15.494 19.932 -30.486
H -17.601 19.589 -29.967
H -17.647 21.191 -30.765
H -17.944 21.169 -29.110
H -15.270 22.101 -30.929
C -14.501 26.393 -32.439
C -15.894 26.280 -31.851
C -16.893 26.497 -32.881
O -16.023 24.883 -31.367
H -13.722 26.366 -31.677
H -14.438 27.403 -32.844
H -14.281 25.642 -33.197
H -16.068 26.956 -31.014
H -16.915 27.465 -33.382
H -17.796 26.740 -32.321
H -16.824 25.650 -33.563
H -16.000 24.230 -32.070
C -14.406 25.478 -24.466
C -15.432 24.740 -25.249
C -16.592 24.378 -24.447
C -17.580 25.491 -24.194
C -18.075 26.324 -25.376
C -16.862 26.678 -26.337
N -15.915 25.529 -26.475
O -14.873 25.876 -27.307
C -17.513 26.980 -27.782
C -16.126 27.871 -25.666
C -14.808 23.380 -25.618
H -13.845 26.217 -25.037
H -13.912 24.819 -23.752
H -14.877 26.187 -23.785
H -17.243 23.666 -24.954
H -16.296 23.901 -23.513
H -17.103 26.252 -23.576
H -18.402 25.156 -23.562
H -18.457 27.217 -24.881
H -18.806 25.756 -25.954
H -16.789 27.207 -28.565
H -18.145 26.154 -28.108
H -18.165 27.853 -27.824
H -15.497 27.680 -24.797
H -15.461 28.219 -26.457
H -16.709 28.758 -25.417
H -14.606 22.756 -24.748
H -13.894 23.476 -26.204
H -15.388 22.767 -26.308
H -14.416 26.589 -26.856

=====

69
Properties=species:S:1:pos:R:3 method="wB97M-V/def2-TZVPD" orbital_gap_ev="8.5 / 8.9" largest_force_ev_per_a=5.035 spin_multiplicity=2 e_tot_ev=-98566.0456 s2=0.755 charge=+1 de_lowest_ev=7.173
C 0.242 -1.713 0.805
C -0.138 -2.546 -0.406
C -0.513 -1.774 -1.843
C -1.963 -1.054 -1.579
C -2.020 0.550 -1.896
C -2.229 0.762 -3.535
Br -3.733 1.278 -1.061
C -0.718 -2.820 -3.089
C 0.657 -3.466 -3.698
C 0.228 -4.104 -5.185
C 1.162 -4.798 -2.822
N 1.765 -2.483 -3.989
O 1.459 -1.730 -5.092
C 2.060 -1.546 -2.843
C 2.985 -0.316 -3.501
C 3.000 -2.190 -1.648
C 0.707 -0.762 -2.254
H 0.356 -2.183 1.896
H 0.387 -0.541 0.747
H -0.192 -3.704 -0.250
H -2.256 -1.181 -0.431
H -2.824 -1.630 -2.171
H -1.141 1.184 -1.455
H -1.897 1.864 -3.847
H -1.521 0.043 -4.169
H -3.324 0.547 -3.890
H -1.352 -3.733 -2.653
H -1.426 -2.320 -3.898
H -0.545 -3.314 -5.630
H -0.390 -5.101 -5.050
H 1.149 -4.206 -5.907
H 1.037 -5.778 -3.492
H 2.324 -4.719 -2.614
H 0.516 -4.985 -1.864
H 3.775 -0.855 -4.188
H 3.617 0.225 -2.651
H 2.340 0.495 -4.047
H 3.291 -1.397 -0.805
H 4.030 -2.495 -2.160
H 2.514 -3.091 -1.080
H 0.425 0.013 -3.117
H 1.035 -0.085 -1.333
C 1.537 1.722 2.457
C 0.358 2.570 1.987
C -0.040 3.644 3.004
N -1.166 3.261 4.000
C -2.521 3.613 3.393
C -1.172 1.803 4.470
C -0.201 1.785 5.620
C -0.570 3.042 6.379
C -0.957 4.065 5.320
H 1.243 0.981 3.203
H 1.971 1.175 1.613
H 2.329 2.344 2.889
H -0.483 1.945 1.681
H 0.693 3.091 1.082
H -0.401 4.534 2.473
H 0.836 3.952 3.585
H -2.651 3.018 2.480
H -2.532 4.683 3.168
H -3.304 3.378 4.121
H -2.185 1.573 4.824
H -0.940 1.122 3.646
H 0.838 1.844 5.276
H -0.303 0.885 6.235
H 0.250 3.395 7.011
H -1.426 2.845 7.034
H -0.186 4.821 5.167
H -1.900 4.568 5.578

=====

72
Properties=species:S:1:pos:R:3 method="wB97M-V/def2-TZVPD" orbital_gap_ev="4.6 / 4.6" largest_force_ev_per_a=4.177 e_tot_ev=-132590.9094 charge=+4 de_lowest_ev=0.000
Ce -0.022 0.017 -0.766
P -2.820 -0.216 -0.795
P 0.120 -2.865 -0.561
P -0.041 2.948 -0.730
H 3.271 -0.919 -1.884
C 3.453 0.040 -1.374
C 3.497 0.126 -0.029
H 3.331 -0.733 0.626
C -3.569 -0.167 -2.452
C -3.806 -1.590 -0.098
C -3.688 1.178 0.009
C 1.811 -3.553 -0.513
C -0.673 -3.946 0.668
C -0.533 -3.579 -2.117
C 1.574 3.821 -0.684
C -0.895 3.778 0.642
C -0.804 3.716 -2.205
H 3.529 0.934 -2.007
H 3.687 1.083 0.462
H -4.645 -0.351 -2.344
H -3.137 -0.945 -3.090
H -3.413 0.802 -2.937
H -4.755 -1.626 -0.648
H -4.028 -1.415 0.961
H -3.294 -2.553 -0.218
H -4.759 1.068 -0.197
H -3.339 2.143 -0.377
H -3.528 1.147 1.094
H 1.849 -4.447 -1.147
H 2.060 -3.830 0.517
H 2.548 -2.821 -0.862
H -0.479 -4.991 0.404
H -1.755 -3.794 0.708
H -0.254 -3.748 1.660
H -0.211 -4.628 -2.188
H -0.162 -3.019 -2.986
H -1.632 -3.532 -2.120
H 1.496 4.765 -1.240
H 2.352 3.194 -1.138
H 1.861 4.032 0.353
H -0.904 4.862 0.482
H -0.373 3.560 1.579
H -1.923 3.417 0.735
H -0.491 4.769 -2.280
H -1.900 3.664 -2.136
H -0.491 3.171 -3.109
C 1.392 0.252 -4.952
C 2.759 -0.029 -4.846
C 3.559 -0.131 -6.009
C 2.991 0.081 -7.275
C 1.624 0.381 -7.379
C 0.836 0.457 -6.228
Se 0.224 0.381 -3.381
H 0.819 -0.917 -2.470
H 3.224 -0.156 -3.866
H 4.629 -0.369 -5.921
H 3.613 -0.011 -8.179
H 1.186 0.556 -8.354
H -0.220 0.698 -6.301
N -1.524 -1.206 2.625
C -0.515 -0.341 2.918
C -0.230 0.017 4.245
C 0.851 0.857 4.499
C 1.583 1.353 3.415
C 1.198 1.011 2.123
N 0.181 0.153 1.853
H -1.693 -1.531 1.676
H -2.063 -1.597 3.371
H -0.864 -0.394 5.022
H 1.119 1.120 5.518
H 2.448 2.012 3.557
H 1.755 1.407 1.252

=====

72
Properties=species:S:1:pos:R:3 method="wB97M-V/def2-TZVPD" orbital_gap_ev="9.2 / 9.8" largest_force_ev_per_a=1.848 spin_multiplicity=2 e_tot_ev=-47759.5947 s2=0.754 charge=0
C 3.626 -1.042 1.618
O 3.229 -1.776 0.487
C 1.978 -2.419 0.672
C 1.176 -2.351 -0.613
C 0.986 -0.874 -1.049
C -0.466 -0.678 -1.491
C -0.856 0.744 -1.942
C -1.842 1.517 -1.051
C -1.349 2.158 0.262
C -0.031 2.901 -0.017
C 0.483 3.816 1.092
C 1.100 5.074 0.491
Cl 1.750 3.031 2.099
C -1.136 1.171 1.410
C -2.392 0.541 2.045
C -2.868 -0.738 1.350
C -1.991 0.113 3.463
N -3.562 1.478 2.077
O -4.365 1.241 3.052
C -3.232 2.915 1.942
C -4.565 3.662 1.795
C -2.572 3.485 3.200
C -2.446 3.197 0.666
H 3.668 -1.668 2.511
H 2.939 -0.224 1.828
H 4.610 -0.619 1.462
H 2.120 -3.449 0.997
H 1.408 -1.884 1.434
H 0.210 -2.804 -0.408
H 1.677 -2.925 -1.385
H 1.244 -0.234 -0.216
H 1.620 -0.705 -1.911
H -0.580 -1.328 -2.355
H -1.135 -1.071 -0.737
H 0.042 1.307 -2.174
H -1.369 0.617 -2.890
H -2.706 0.879 -0.899
H -2.189 2.351 -1.655
H -0.085 3.462 -0.943
H 0.737 2.153 -0.182
H -0.290 4.142 1.769
H 1.938 4.787 -0.133
H 0.351 5.510 -0.161
H 1.381 5.780 1.260
H -0.593 1.647 2.214
H -0.509 0.347 1.101
H -2.058 -1.448 1.235
H -3.384 -0.539 0.421
H -3.603 -1.188 2.007
H -1.043 -0.408 3.364
H -2.693 -0.607 3.854
H -1.860 0.959 4.124
H -4.405 4.684 1.480
H -5.110 3.644 2.728
H -5.178 3.118 1.083
H -1.508 3.289 3.257
H -2.692 4.562 3.145
H -3.085 3.155 4.094
H -2.053 4.206 0.724
H -3.181 3.207 -0.130
C 3.303 -7.852 -5.251
O 4.065 -6.645 -5.328
C 3.893 -5.822 -4.292
O 3.175 -6.018 -3.345
O 4.654 -4.744 -4.488
C 4.571 -3.770 -3.445
H 3.536 -8.421 -6.147
H 3.585 -8.430 -4.373
H 2.237 -7.634 -5.229
H 4.906 -4.189 -2.498
H 3.554 -3.393 -3.350
H 5.229 -2.953 -3.724

=====

93
Properties=species:S:1:pos:R:3 method="wB97M-V/def2-TZVPD" orbital_gap_ev=7.4 largest_force_ev_per_a=7.572 e_tot_ev=-106360.1233 charge=+1
C -4.156 1.564 -5.004
C -3.415 0.292 -5.502
C -2.507 -0.261 -4.435
C -1.202 0.160 -4.456
N -0.297 -0.285 -3.578
C -0.603 -1.161 -2.631
C 0.442 -1.642 -1.658
C 1.702 -0.762 -1.594
N 1.426 0.657 -1.669
N 2.658 -1.176 -2.598
N 2.345 -1.010 -0.270
C -1.899 -1.622 -2.569
C -2.876 -1.187 -3.444
C -4.298 -1.727 -3.358
F -5.232 -0.832 -3.707
F -4.378 -2.719 -4.289
C -4.707 -2.397 -2.012
F -3.982 -3.519 -1.847
F -5.978 -2.795 -2.154
C -4.628 -1.517 -0.730
F -5.492 -2.033 0.157
F -3.407 -1.592 -0.160
C -5.017 -0.021 -0.856
F -4.986 0.481 0.384
F -6.250 0.130 -1.305
F -4.132 0.670 -1.578
H -5.170 1.353 -4.689
H -3.637 1.927 -4.115
H -4.109 2.373 -5.726
H -4.160 -0.465 -5.726
H -2.885 0.513 -6.423
H -0.870 0.852 -5.214
H 0.663 0.056 -3.655
H -0.027 -1.703 -0.678
H 0.703 -2.660 -1.948
H 0.793 0.950 -0.933
H 2.310 1.125 -1.514
H 2.663 -2.188 -2.637
H 3.597 -0.946 -2.289
H 2.912 -1.847 -0.287
H 1.671 -1.040 0.484
H -2.111 -2.355 -1.812
C 1.176 0.936 5.716
O 1.029 -0.097 4.723
P -0.067 0.133 3.582
O 0.317 1.352 2.850
O -1.330 0.403 4.591
C -1.583 -0.448 5.714
O -0.904 -0.746 2.508
C -2.255 -0.350 2.232
H 2.234 1.168 5.796
H 0.625 1.837 5.462
H 0.831 0.551 6.674
H -1.667 0.170 6.607
H -0.786 -1.176 5.866
H -2.525 -0.973 5.559
H -2.346 0.734 2.181
H -2.937 -0.746 2.982
H -2.492 -0.787 1.268
C -1.454 3.673 6.706
O -0.338 4.505 6.384
P 0.420 5.228 7.614
O 0.918 4.145 8.477
O -0.918 5.939 8.242
C -1.843 6.648 7.418
O 1.405 6.474 7.858
C 1.247 7.228 9.067
H -1.306 2.720 6.200
H -1.556 3.500 7.774
H -2.367 4.130 6.324
H -2.844 6.258 7.602
H -1.615 6.543 6.357
H -1.823 7.705 7.685
H 1.051 6.570 9.911
H 0.446 7.957 8.964
H 2.184 7.757 9.218
C 7.898 -3.060 -4.996
O 6.832 -2.530 -5.795
P 5.336 -3.172 -5.600
O 5.147 -2.894 -4.143
O 5.913 -4.687 -5.893
C 6.607 -5.001 -7.105
O 3.793 -3.639 -5.949
C 3.384 -4.951 -5.560
H 8.408 -2.212 -4.544
H 7.539 -3.729 -4.219
H 8.597 -3.590 -5.643
H 7.557 -5.468 -6.851
H 6.803 -4.116 -7.708
H 6.012 -5.707 -7.685
H 3.773 -5.201 -4.574
H 3.706 -5.693 -6.287
H 2.295 -4.936 -5.540